(1)
Below is a cluster of 3 separate species, C28H64FN9O4P2 in total at a distorted geometry, with properties calculated with the ωB97M-V functional and the def2-TZVPD basis.

As for the HOMO energy: -8.6 eV. Its spin multiplicity is 1. Its SMILES is [H]/N=C(/C)C[C@@H]1C[C@@](CCCCNC(C)=O)([C@H](F)CC)NC1=O.CN(C)P(=O)(N(C)C)N(C)C.CN(C)P(=O)(N(C)C)N(C)C. The calculation puts the strongest force on any atom at 3.9 eV Å⁻¹. The net charge is 0.

The geometry in XYZ format:
```
108
Properties=species:S:1:pos:R:3:forces:R:3
P 1.75639 -2.67057 -6.39561 -0.9142 -3.7033 -0.5221
P -5.22676 1.08147 2.66056 -3.0855 0.6420 2.1923
F -0.65141 2.16876 3.98428 0.0992 0.2974 -0.1048
O 2.84965 -2.48196 -5.41821 0.1504 1.9882 -0.3700
O 0.42355 -2.62881 -0.25065 0.1182 0.2073 -0.4373
O -4.75150 -0.31708 2.71754 1.3733 0.2756 -1.4828
O 3.53127 4.28107 4.50328 -0.1561 -0.1885 0.2483
N 1.62664 3.00898 4.12253 0.7998 0.2397 -0.5610
N 2.06747 -0.99710 -0.32777 -0.5074 -0.2543 -0.0494
N -6.90046 0.93443 2.45104 0.0251 -0.3631 0.2508
N 0.36307 -3.12699 -5.52693 -0.2221 0.3075 -0.1494
N 2.31569 -3.91441 -7.39766 0.2077 -0.1812 0.3697
N -4.83018 1.82896 4.13690 0.1641 0.2372 -0.1544
N 1.00541 -1.82213 -7.65051 0.7425 1.8505 0.7637
N 6.19255 1.15291 2.91042 -0.0082 -0.0932 -0.1843
N -5.08578 2.43063 1.64992 1.7672 -0.7961 -0.8878
C 1.59138 1.87765 3.12347 -0.7772 1.3473 0.5648
C -0.01820 -0.83163 -7.26643 -0.2475 -0.1826 0.0251
C 2.56762 -3.30407 -1.07551 0.0578 0.5136 -0.0005
C -7.43655 -0.40642 2.24647 0.0285 -0.1250 0.1152
C -5.78861 1.89814 5.22693 -0.1101 -0.0049 0.0246
C 3.68291 -4.37925 -7.19188 0.0482 -0.0583 0.1564
C -7.89200 1.83547 2.99976 -0.0444 0.3289 -0.3307
C 5.83956 1.98010 3.80573 -0.0156 -0.1738 0.0396
C 2.95915 3.21557 4.45287 -0.1207 -0.0827 0.1864
C 1.48529 -4.93108 -8.00900 -0.1281 0.1958 -0.4119
C 3.46727 1.81959 4.73498 -0.2671 -0.1865 0.2189
C 0.53787 -1.20179 2.98327 -0.3589 -0.0551 0.2343
C 0.13987 1.29550 3.23938 0.1179 -0.8618 0.1707
C -5.24385 2.08647 0.22258 -0.2855 -0.0419 -0.0230
C 1.66544 1.40934 -0.57560 0.4350 -0.4625 0.0000
C 0.01196 -0.06949 3.88091 -0.1366 -0.3700 -0.2346
C 0.19580 -2.35466 -4.30107 0.1148 0.1340 0.1639
C 6.35095 3.39485 3.71109 0.3329 -0.1809 0.2208
C 1.78007 2.57955 1.74300 0.1946 -0.7795 -0.4603
C -3.86393 3.24438 1.79814 -0.0910 0.1838 0.2175
C 1.56451 -2.32340 -0.51138 -0.1578 -0.3832 0.3306
C 0.01067 -4.52692 -5.35479 0.0075 -0.1073 -0.0471
C -3.48600 1.47497 4.58520 -0.0537 -0.1846 0.0081
C 4.95363 1.57748 4.97081 0.2010 0.6688 -0.1557
C 1.02802 0.03167 -0.42476 -0.0232 0.3955 0.2208
C 2.54199 1.84988 0.60813 -0.3625 0.4761 -0.2966
C 1.97716 -1.16035 -8.54537 0.1066 -0.2291 -0.1593
C 2.76897 1.00797 3.61975 0.9354 -0.2608 0.4766
H -0.88889 -1.33629 -6.85507 0.0728 -0.0555 0.0993
H -4.42013 1.47012 -0.15339 0.0307 0.0502 -0.0157
H 7.43623 3.34901 3.60858 -0.0004 -0.0279 -0.1271
H 0.78685 2.81052 1.34839 -0.0510 0.1326 0.1778
H 2.51421 -0.34483 -8.05011 -0.0457 0.0411 -0.0180
H -8.79217 1.81731 2.37855 0.0284 -0.0334 -0.0357
H 0.91032 -2.64784 -3.52360 -0.0165 0.0377 0.0163
H 1.44935 -0.75421 -9.40767 -0.0537 -0.0123 0.0203
H 0.86870 -2.03420 3.60372 0.2237 -0.0021 -0.0907
H 1.34632 -0.87870 2.32926 0.1026 -0.0791 0.0794
H 2.53102 0.04210 4.05865 -0.4915 0.0018 -0.2718
H 2.95163 1.56956 5.66817 0.0932 -0.0181 0.0478
H 0.34353 -0.09506 -6.54173 0.0182 0.0651 -0.0660
H -5.28564 3.00387 -0.36399 0.0121 0.0362 0.0447
H 0.89121 2.15377 -0.77431 0.0014 0.0195 0.0198
H 5.24094 2.16255 5.84765 0.0132 -0.0513 0.0315
H 3.15058 1.01838 0.96072 -0.0054 0.0041 0.0411
H 3.76952 -5.08979 -6.36137 0.0253 -0.0263 -0.0268
H 0.33591 -1.29022 -4.49852 0.0735 -0.0216 0.0345
H -7.53092 2.86388 2.99995 0.1003 -0.0311 0.0453
H -3.43067 0.44853 4.96805 0.0108 0.0158 0.0076
H 5.13562 0.52687 5.20452 -0.1337 -0.0422 -0.0400
H 4.02786 -4.87048 -8.10471 -0.0780 -0.0320 -0.0119
H -3.15751 2.16282 5.36586 -0.0611 0.0599 -0.0268
H 1.20916 3.86640 3.78188 -0.2682 -0.0888 0.0617
H 5.95919 3.88481 2.82247 -0.1078 0.0953 0.0816
H -3.86590 3.74848 2.76118 0.0052 -0.1225 0.0702
H -5.28486 2.29211 6.11056 0.0952 -0.0888 -0.0183
H 0.51731 -4.52436 -8.30141 -0.0134 0.0517 0.1011
H 2.06247 -4.11072 -1.59818 -0.0728 -0.0572 0.1335
H 0.45065 -0.19103 -1.32158 -0.0979 -0.0302 0.0610
H 3.25035 2.56887 0.19434 0.1478 -0.0605 0.1232
H 4.35046 -3.54663 -6.99222 -0.0459 0.0186 0.0900
H -6.78881 -0.98908 1.59860 0.0751 -0.0010 0.0718
H -7.56477 -0.96031 3.18392 -0.0403 -0.0121 -0.0145
H -3.85915 4.01008 1.02278 -0.0388 -0.0366 -0.0410
H -0.33741 -0.29630 -8.16000 0.0564 -0.0122 -0.0314
H -8.18853 1.55868 4.01721 -0.0539 0.0019 -0.0323
H 3.52855 0.79743 2.86653 -0.2775 0.1628 -0.3169
H 1.96224 -5.29770 -8.92245 0.0397 0.0401 0.0069
H 2.70359 -1.88533 -8.90729 -0.0037 -0.0381 0.0644
H -6.22416 0.92446 5.48763 0.0130 0.0120 0.0355
H -0.81608 -2.47490 -3.90983 -0.0201 -0.0984 -0.0862
H -0.82881 -4.59465 -4.66191 0.0686 0.0769 0.0855
H 3.20600 -2.75004 -1.76088 0.1423 -0.2027 -0.0443
H 0.83234 -5.13687 -4.95663 -0.0274 -0.0085 0.0238
H 5.80661 0.22918 3.10898 0.0362 -0.0329 -0.0244
H -0.25802 -1.60147 2.35593 0.0420 0.1282 -0.1639
H 3.18372 -3.71240 -0.27194 0.0038 -0.0155 -0.0088
H 0.47438 -0.10105 4.86895 0.0941 0.2230 -0.0162
H -2.78010 1.56450 3.76512 -0.0197 -0.0466 0.0003
H 2.31063 1.35563 -1.45568 -0.0817 0.0729 -0.0773
H 2.26585 3.54131 1.90372 0.1279 -0.0706 0.1452
H 6.13094 3.97080 4.60411 -0.2294 0.1212 -0.1178
H 2.52573 -0.97766 0.57844 0.3749 0.1064 -0.1960
H -1.05381 -0.24948 4.02920 -0.0094 0.1040 0.1498
H -0.33567 -4.96467 -6.28702 0.0597 -0.0059 0.0023
H 0.33303 0.03330 0.42313 -0.0357 -0.1782 -0.0363
H -6.17736 1.54799 0.07070 0.0067 -0.0333 0.0674
H -2.94132 2.66096 1.70490 0.0136 0.0233 -0.0795
H -0.34703 1.25452 2.26169 0.2238 -0.0016 -0.1525
H 1.32923 -5.79232 -7.35061 0.0255 -0.0246 -0.0539
H -6.59104 2.59668 5.00519 -0.0153 -0.0519 -0.0208
H -8.41002 -0.32456 1.75706 -0.0165 0.0702 0.0456
```
Forces are in eV/Å.

(2)
Below is a cluster of 7 separate species, C28H74ClN6O12 in total at a distorted geometry, with properties calculated with the ωB97M-V functional and the def2-TZVPD basis.

As for the HOMO energy: -5.5 eV. Its spin multiplicity is 1. The calculation puts the strongest force on any atom at 2.1 eV Å⁻¹. The net charge is -1. The energy above the lowest of the compared OMol25 structures with the same formula, charge and spin comes out at 2.5491 eV.

The geometry in XYZ format:
```
121
Properties=species:S:1:pos:R:3:forces:R:3
Cl -0.32649 0.49671 -0.66739 0.6878 0.3010 1.7236
O 2.63013 5.75314 1.95324 0.0392 0.7331 -0.0907
O -2.71440 3.71983 3.19569 -0.2391 0.9059 1.1666
O -2.02594 -1.23330 4.98245 -0.5370 -0.1913 -0.1192
O 0.39793 1.58814 -1.25943 0.2554 0.0852 -0.8966
O 0.43763 -5.46775 0.85632 -0.3255 0.3834 1.0569
O 0.52366 -0.09714 0.34624 -0.4008 0.1358 -0.3521
O -1.51525 1.04240 -0.07315 -0.5397 -0.1163 0.2564
O -1.77771 5.87023 -2.09479 -0.4210 0.0253 0.1100
O -0.67380 -0.52555 -1.60324 -0.4056 -0.1760 -1.0736
O 1.55432 1.69895 4.24203 0.5444 0.3896 -0.6917
O -0.64661 -3.85728 -3.86585 -0.6377 -0.3636 -0.3862
O 3.70173 -2.17934 -1.01670 0.1183 -0.4429 0.6268
N -0.28889 5.19778 2.30632 -0.1659 -0.2947 -0.5854
N -0.91575 2.71275 -3.78358 -0.1549 -0.5375 -1.0674
N 1.32787 -2.63002 -2.44961 0.0385 1.7002 -0.6550
N 0.51307 -1.11555 3.68879 0.1815 -0.2342 -0.4498
N -0.98624 -4.06599 -0.98776 -1.3884 -0.2199 0.3798
N 0.98510 -5.80352 -2.35600 -1.0332 -0.7082 -1.1368
C -2.70174 -3.38551 0.70683 -0.7512 -0.0947 -0.6045
C -0.83920 -5.03296 1.26451 -0.4858 -0.0403 -0.1089
C -0.81331 4.10259 -3.37061 1.5066 0.5463 0.5293
C 3.93343 6.30437 2.02414 -0.5081 -0.1110 -0.4501
C -1.94204 4.50433 -2.42029 0.4228 -0.6814 0.1969
C 2.17044 -1.37777 -4.38102 0.2264 0.6636 -0.0437
C 1.23598 3.06520 4.36121 -0.4558 -0.3683 0.9173
C -3.03902 2.53657 3.90131 0.0250 -0.2990 -0.9740
C 4.65422 -1.64285 -0.15121 0.4655 1.5752 -0.3213
C 1.26340 1.17655 2.95522 -0.4791 -0.3217 0.2833
C 1.31825 -6.97755 -4.50534 -0.3896 1.0158 -1.3072
C -0.44189 -5.16320 -4.36419 0.0225 0.3348 0.3978
C -1.82998 -1.83444 3.70795 -0.2711 -0.2677 0.8362
C -2.02868 3.47106 1.99943 0.1587 0.2876 -0.4460
C -0.52214 5.02091 -4.56456 -0.0368 -1.0489 -0.8787
C 1.64816 6.61444 2.52284 0.5966 0.1630 0.3814
C -1.80287 -3.18455 -4.25020 -1.3605 -0.1178 -0.8696
C -1.27084 -3.82284 0.43707 0.5150 -0.1289 -0.4438
C -1.37704 4.73319 1.43498 -0.2745 0.2041 1.2674
C 0.91228 -5.63123 -3.84545 0.6453 -1.5173 0.8843
C 0.32562 6.43651 1.83560 0.0689 -0.3808 0.3657
C 3.29592 -1.26344 -2.00763 0.5917 -1.0768 -1.2765
C -2.98242 -1.95681 5.74064 1.3403 0.8655 0.7392
C -2.80129 6.46118 -1.28239 1.1463 0.1291 -0.8177
C -0.76162 -1.11474 2.94771 -0.0112 -0.2185 -0.4173
C 1.53775 -0.31145 2.99624 0.0339 0.0380 -1.0506
C 2.57336 -2.09205 -3.08554 -2.0979 -0.4281 0.0625
C 0.95662 -6.43632 1.73449 0.4936 -0.4170 -0.6997
H 0.20769 1.38674 2.73625 0.0599 -0.1845 -0.0356
H 1.80995 1.64764 2.12824 0.3514 0.0725 0.2721
H 4.19299 -0.87165 -2.51322 0.0357 0.4738 0.2678
H 1.35369 3.23583 5.43588 -0.1098 0.4616 -0.1549
H -1.52964 -5.89381 1.23092 -0.2843 0.1004 -0.4602
H 1.67820 -4.88817 -4.08593 -0.1777 0.0501 -0.2795
H 1.90328 7.68403 2.51783 0.5110 -0.1045 -0.6711
H 4.82984 -2.20692 0.75986 -0.2701 -0.5084 -0.2217
H -3.40779 2.65890 4.91859 0.1987 0.8317 -0.0216
H -0.47612 -5.18194 -5.46140 0.2117 0.1591 -0.0896
H -3.07625 -3.76856 1.65978 -0.0124 0.6620 0.2085
H 5.60595 -1.45506 -0.67259 0.2001 -0.4930 -0.0332
H -1.12865 4.68921 -5.41504 -0.3137 0.6160 -0.0049
H 1.85502 3.78189 3.80810 0.2678 -0.3563 -0.1958
H -0.62214 -3.00282 0.76279 0.1236 -0.1783 -0.2911
H 3.01591 -0.82578 -4.80897 -0.1555 0.0462 -0.2030
H 4.40233 -0.61687 0.15953 -0.4546 -0.1033 0.1994
H 2.03663 -6.40399 1.57743 -0.0148 -0.1612 0.2141
H -2.91958 7.46752 -1.68682 -0.4381 -0.0129 -0.0545
H 0.50382 4.81554 -4.89360 0.0062 -0.1517 0.0863
H 0.60155 -7.43856 1.45233 -0.0442 -0.0119 0.0525
H -2.13900 1.91730 3.94731 -0.2217 -0.4095 0.0318
H -1.03249 4.51135 0.41948 -0.0962 0.1349 -0.1138
H -2.94499 4.24885 -2.78380 -0.0051 0.4221 -0.5367
H -1.87573 -2.23797 -3.71785 0.3902 0.1166 -0.1521
H 1.77901 -2.07915 -5.12343 0.4233 -0.3188 0.0766
H 0.15354 4.23705 -2.86200 -0.4161 -0.0524 1.0201
H 0.64457 -2.84112 -3.18534 0.9434 -0.8794 0.1569
H 1.32759 -6.73958 -5.58001 0.5066 -0.4872 -0.0345
H -1.54925 -2.89003 3.85026 0.1621 -0.0542 0.1112
H 0.85028 -1.74299 -2.23343 0.2651 -0.2976 1.0553
H -1.26352 -5.82019 -4.04297 0.0838 -0.1224 0.2351
H -2.77889 -3.67631 -4.08879 0.3862 -0.6152 0.8037
H 1.53370 -6.65174 -2.24619 0.4414 0.1281 0.2565
H -2.42117 6.60041 -0.27363 -0.2892 -0.3424 0.2210
H -0.22160 7.34879 2.09772 -0.6438 -0.3898 0.0356
H 0.05768 -6.18146 -2.14644 0.0327 0.5095 0.6502
H 0.44125 6.42833 0.74395 0.2603 0.1756 -0.0440
H -0.62484 -1.68728 2.01787 -0.2129 0.5430 -0.0334
H -2.10988 5.54193 1.44585 -0.1987 -0.1338 -0.3176
H -3.72239 5.88442 -1.33717 -0.1264 0.0762 0.2015
H 0.40803 4.46298 2.20803 0.2887 0.2295 0.2876
H -3.43586 -3.71899 -0.04074 0.4036 -0.7563 -0.0515
H -2.79826 -2.31293 0.51500 0.1528 0.1662 0.9348
H -0.51385 6.09079 -4.37815 -0.6127 -0.0386 0.2103
H -1.61926 -4.84220 -1.21577 0.3165 -0.1828 -0.1139
H -1.12142 -0.12294 2.67454 0.2345 0.0554 0.0937
H 3.17042 -2.94482 -3.42532 0.4524 0.0751 0.5579
H 2.29323 -7.32322 -4.16770 0.1361 0.2319 -0.0998
H 2.69174 -0.47309 -1.55671 -0.1487 0.1266 -0.2362
H 0.84921 -2.04286 3.43137 0.0464 -0.2076 0.8537
H -2.78286 -1.87361 3.16552 0.0653 0.2616 -0.1765
H -1.44863 -3.32212 -1.51038 0.5373 0.3408 0.0463
H 0.63860 -7.82869 -4.41687 -0.3569 0.3109 0.4677
H -1.83879 3.84362 -1.54806 0.1204 0.1881 0.2258
H 1.31058 -0.71092 -4.25908 0.3059 0.3307 0.4094
H 3.94150 7.31103 1.59154 -0.0082 0.1052 0.1332
H -0.89511 -4.73118 2.32163 0.4823 0.0500 0.0810
H -1.24511 2.72973 2.19279 -0.1288 -0.1767 -0.3561
H 2.52241 -0.46390 3.44203 -0.1413 -0.0292 0.4154
H 1.61236 6.41657 3.60140 -0.4903 -0.3168 0.0076
H 0.18942 3.24275 4.08267 0.0337 0.0761 0.0813
H 0.73307 -6.30759 2.79831 -0.0887 0.4233 -0.0481
H -0.11124 2.49148 -4.36586 -0.1811 0.2792 -0.2794
H 4.55784 5.69053 1.37751 0.1982 -0.1452 0.3460
H -1.90630 -3.05808 -5.33877 0.7267 0.4684 -0.0711
H -2.73130 3.11896 1.23444 0.1649 -0.4284 0.0267
H -2.58733 -2.96141 5.91028 -0.6587 -0.4771 -0.4892
H 4.28512 6.34892 3.05790 0.2241 -0.0861 -0.0187
H -2.96245 -1.53677 6.74971 -0.1450 0.3146 -0.0894
H -3.85679 2.05688 3.35013 0.2182 -0.5436 0.0315
H 1.62374 -0.68733 1.96513 0.1252 0.3684 0.2563
H -3.99120 -1.83494 5.35033 -0.1266 -0.5664 -0.2370
H -0.79376 2.00590 -3.06348 -0.2756 0.6624 0.6259
```
Forces are in eV/Å.

(3)
Below is a cluster of 2 separate species, C7H14I2 in total at a distorted geometry, with properties calculated with the ωB97M-V functional and the def2-TZVPD basis.

As for the HOMO energy (spin up / spin down): -7.8 / -7.8 eV. Its spin multiplicity is 1. The calculation puts the strongest force on any atom at 4.2 eV Å⁻¹. The net charge is 0. The energy above the lowest of the compared OMol25 structures with the same formula, charge and spin comes out at 3.4023 eV.

The geometry in XYZ format:
```
23
Properties=species:S:1:pos:R:3:forces:R:3
I -2.41709 0.79224 -0.37452 0.3512 -0.5571 0.0693
I 2.90376 0.24537 -0.29257 -0.0593 -0.3246 0.0341
C 1.06407 2.18633 1.10740 -0.1651 0.1963 -1.1840
C -1.36475 -2.90886 -0.50367 2.8156 0.5426 3.0054
C -0.50396 -1.66136 -0.85533 -0.9716 1.9795 -0.3514
C -0.75561 -0.49585 0.13215 -0.2341 0.0124 -1.4552
C 1.11724 1.36350 -0.18569 -0.8229 -0.4603 1.3887
C -0.58036 -0.77340 1.56689 2.3912 3.2725 -1.1357
C 0.80851 2.14024 -1.41105 -0.4184 -1.6323 -1.4581
H 0.59154 3.15511 -1.13933 -0.4355 0.5319 -0.1633
H -0.84469 0.14185 2.09804 -0.1009 -0.3028 0.4147
H -0.98984 -1.62558 2.00218 -0.5222 -1.5706 0.5457
H -1.14512 -3.66207 -1.20751 -0.3417 -1.0314 -0.8025
H 1.75544 2.09013 -1.93856 -0.1423 0.5790 -0.7180
H -0.91967 -3.27057 0.52857 -0.5360 0.3355 -2.0026
H -0.03271 2.52367 1.21013 1.6488 -0.4886 0.3840
H -0.64919 -1.16617 -1.86076 -0.1957 -1.1359 0.7149
H 1.52080 1.58021 1.91993 -0.7903 0.7928 -0.1317
H 0.54187 -0.70478 1.45374 -0.5620 -0.9853 1.3585
H 0.54893 -1.95402 -0.84303 0.0470 0.0870 0.2966
H -2.37198 -2.78042 -0.19862 -1.1848 0.4543 -0.6772
H 1.71355 3.11370 0.89901 -0.8960 -1.1527 0.6004
H 0.00926 1.67074 -2.10738 1.1252 0.8579 1.2673
```
Forces are in eV/Å.